Record 1
Below is the molecule C13H25N3O2S at a distorted geometry, with properties calculated with ωB97M-V/def2-TZVPD.

## Properties
Orbital gap in eV: 8.4
E_LUMO in eV: 0.53
Energy above the lowest of the compared OMol25 structures with the same formula, charge and spin in kcal per mole: 407.3
HOMO energy in eV: -7.88
SMILES: C=CCNC(=S)NNC(=O)CC[C@@H](O)CCCCC

Atoms and positions in Å:
C  -1.976  -2.051  1.600
H  5.738  0.561  1.597
H  3.879  -0.784  -1.491
O  -2.251  1.318  1.612
C  2.396  -0.841  -0.308
C  3.683  -1.264  -0.582
H  -2.863  2.471  -1.447
S  -5.900  -0.809  0.117
C  1.801  0.372  -0.661
H  -0.570  3.189  1.161
C  0.075  2.314  -0.602
H  -2.299  -1.145  1.669
N  -4.363  1.167  -0.162
H  -5.020  1.781  0.446
H  2.550  1.153  -0.610
C  0.528  0.685  -0.085
N  -3.086  1.995  -0.530
H  3.780  -2.209  -0.993
H  -2.437  -0.260  -0.780
H  1.606  -1.590  -0.673
C  -2.293  -2.760  0.473
H  0.564  0.749  0.936
H  5.157  1.117  -0.088
H  1.770  0.441  -1.809
H  -1.277  3.647  -0.231
H  5.822  -1.421  -0.036
H  -1.560  -2.555  2.338
H  -0.383  -0.675  0.046
O  -0.570  -0.127  -0.491
H  4.557  -1.828  1.253
H  0.855  2.844  -0.607
C  -3.099  -2.123  -0.694
C  4.742  -1.070  0.269
H  -0.394  2.079  -1.758
C  -2.197  2.016  0.504
N  -3.258  -0.809  -0.749
C  -1.012  3.086  0.328
H  4.072  0.955  0.991
H  -2.370  -3.736  0.637
C  4.845  0.495  0.895
H  -4.209  -2.654  -0.416
C  -4.350  -0.253  -0.466
H  2.278  -1.014  0.918
H  -2.962  -2.458  -1.518

---

Record 2
Below is C13H25NO4P as an isolated structure at a distorted geometry, with properties calculated with ωB97M-V/def2-TZVPD.

## Properties
Orbital gap in eV: 9.1
E_LUMO in eV: -4.18
Charge: +1
HOMO energy in eV: -13.26

Atoms and positions in Å:
O  -2.893  -3.946  -0.689
H  -4.452  0.509  0.961
H  -1.105  2.037  0.632
C  -0.832  0.922  -1.255
C  3.583  3.265  2.111
C  1.933  -1.964  -1.109
P  -4.118  -0.912  -1.033
C  -3.719  -0.308  0.692
O  2.419  4.050  1.878
H  0.229  -4.171  0.343
H  0.790  0.232  0.234
H  -2.641  1.906  -0.394
C  -1.731  1.346  -0.018
H  -2.145  0.513  1.983
H  1.397  1.057  -1.296
O  0.873  4.044  0.230
H  -0.571  -2.532  0.243
C  4.028  2.903  0.724
H  2.494  -3.235  0.634
H  0.186  -3.087  1.826
C  1.933  3.698  0.659
C  -2.212  0.140  0.908
H  4.335  3.836  2.655
C  -3.863  -3.325  -0.843
H  4.698  3.650  0.289
N  -4.847  -2.514  -0.866
H  2.904  -1.369  -1.165
H  2.048  -2.857  -1.804
C  0.789  -1.026  -1.687
H  -3.941  -1.170  1.408
H  -5.073  -0.043  -1.627
H  -1.459  -0.696  0.812
H  -0.180  -1.627  -1.649
C  0.608  0.352  -0.874
H  4.511  1.927  0.681
C  1.722  -2.433  0.392
H  1.891  -1.549  1.072
H  3.306  2.389  2.704
H  -0.651  1.874  -1.857
O  2.807  2.898  -0.010
C  0.302  -3.092  0.690
H  0.957  -0.777  -2.781
H  -1.356  0.208  -1.958
H  -2.955  -1.125  -1.849

---

Record 3
Below is C13H25O14PSi2 as an isolated structure at a distorted geometry, with properties calculated with ωB97M-V/def2-TZVPD.

## Properties
Orbital gap in eV: 7.8
E_LUMO in eV: -0.21
HOMO energy in eV: -8.03

Atoms and positions in Å:
Si  2.640  -3.434  -2.957
Si  3.179  -0.889  -4.229
H  -3.022  -5.861  0.680
H  -0.338  4.866  1.903
O  3.840  -2.379  -3.640
C  -2.799  -4.830  0.959
H  2.124  -0.443  -3.305
O  0.557  6.668  1.392
H  -0.263  -0.881  -6.742
O  -1.873  1.458  1.403
O  2.734  -2.597  -6.963
C  2.030  -1.228  -0.515
H  0.149  -2.220  -5.432
C  -2.649  0.281  1.600
O  2.305  -1.373  0.807
H  -3.350  0.137  0.780
C  -3.294  -4.488  2.331
O  -3.616  -3.108  2.220
H  -2.537  -4.650  3.100
H  2.721  -3.558  -1.490
C  -3.339  0.546  2.902
H  -3.514  -0.366  3.474
C  0.503  5.494  2.191
O  1.305  8.766  1.801
H  -1.977  -0.581  1.649
H  0.812  0.993  0.644
H  1.431  4.930  2.054
H  0.216  -0.424  -4.961
C  2.570  -0.076  1.325
C  -3.854  -2.857  0.903
H  0.838  5.398  4.327
H  3.651  0.090  1.329
H  2.193  0.021  2.344
O  1.927  -2.151  -1.291
H  -4.289  1.072  2.774
H  -4.198  -5.041  2.600
H  1.272  -3.054  -3.327
O  1.888  0.081  -0.851
O  1.017  7.296  3.500
O  -4.312  -1.833  0.481
H  -1.725  -4.656  0.845
H  2.949  -4.790  -3.467
C  0.989  7.679  2.194
H  4.178  0.187  -4.320
C  1.856  0.822  0.363
C  0.363  6.036  3.580
O  -0.912  2.918  2.845
H  2.958  -3.179  -6.192
O  -2.426  1.402  3.579
O  -3.503  -3.917  0.128
C  -1.667  2.009  2.629
C  0.355  -1.161  -5.828
H  2.353  1.785  0.244
P  2.234  -1.105  -6.234
H  -0.681  6.197  3.864